{"formula": "C25H32BF9InN6O4Te", "method": "the ωB97M-V functional and the def2-TZVPD basis", "elements": ["In", "C", "N", "C", "C", "C", "C", "C", "C", "C", "C", "H", "H", "H", "H", "H", "H", "H", "H", "H", "H", "H", "H", "C", "C", "N", "C", "C", "C", "C", "C", "C", "C", "C", "C", "N", "C", "H", "H", "H", "H", "H", "H", "H", "H", "F", "Te", "F", "F", "F", "F", "O", "F", "B", "F", "F", "F", "C", "C", "C", "C", "N", "N", "H", "H", "H", "H", "H", "H", "H", "H", "H", "H", "H", "H", "O", "N", "O", "O"], "coordinates": [[-0.386, -0.135, 0.354], [-1.365, -3.222, -1.161], [-0.958, -1.938, -1.743], [-0.006, -2.170, -2.818], [-2.128, -1.227, -2.244], [-3.045, -0.785, -1.128], [-4.423, -0.805, -1.324], [-5.281, -0.370, -0.324], [-4.757, 0.072, 0.883], [-3.382, 0.076, 1.082], [-2.512, -0.346, 0.080], [-1.953, -3.800, -1.892], [-1.956, -3.064, -0.262], [-0.481, -3.793, -0.890], [-0.438, -2.809, -3.606], [0.879, -2.667, -2.419], [0.286, -1.222, -3.276], [-2.688, -1.856, -2.957], [-1.776, -0.351, -2.800], [-4.825, -1.176, -2.262], [-6.352, -0.391, -0.481], [-5.418, 0.403, 1.675], [-2.978, 0.418, 2.028], [3.550, -0.438, -2.151], [2.512, -0.549, -1.217], [1.412, 0.173, -1.268], [1.293, 1.082, -2.263], [2.283, 1.273, -3.234], [3.435, 0.472, -3.163], [2.104, 2.268, -4.254], [0.998, 3.038, -4.288], [-0.035, 2.872, -3.308], [-1.205, 3.650, -3.281], [-2.141, 3.429, -2.307], [-1.911, 2.418, -1.364], [-0.829, 1.675, -1.382], [0.103, 1.896, -2.315], [4.413, -1.081, -2.050], [2.601, -1.264, -0.419], [4.216, 0.592, -3.905], [2.888, 2.391, -4.990], [0.873, 3.796, -5.052], [-1.348, 4.423, -4.027], [-3.045, 4.019, -2.248], [-2.622, 2.209, -0.573], [-0.775, 4.448, 2.357], [0.443, 3.184, 1.674], [0.644, 2.951, 3.542], [1.860, 4.369, 1.935], [1.651, 2.524, 0.314], [-0.036, 4.187, 0.132], [-0.694, 1.813, 1.475], [2.979, -2.703, 1.060], [1.811, -3.329, 0.548], [1.427, -4.398, 1.310], [2.026, -3.679, -0.790], [0.784, -2.302, 0.575], [1.910, 0.507, 4.720], [2.879, 0.847, 3.591], [3.644, 2.129, 3.904], [3.878, -0.301, 3.394], [2.141, 1.112, 2.319], [1.508, -0.062, 1.792], [2.485, 0.184, 5.590], [1.224, -0.304, 4.470], [1.312, 1.374, 4.991], [4.179, 2.008, 4.847], [2.970, 2.978, 3.986], [4.383, 2.340, 3.125], [4.538, -0.363, 4.261], [4.501, -0.127, 2.510], [3.390, -1.268, 3.279], [2.831, 1.386, 1.626], [0.928, -0.469, 2.532], [2.201, -0.774, 1.566], [-1.953, -2.758, 2.030], [-1.464, -2.055, 2.907], [-1.561, -2.302, 4.103], [-0.810, -0.994, 2.563]], "lowdin_charge": [0.942, -0.059, -0.276, -0.086, -0.184, -0.252, -0.054, -0.099, -0.087, -0.111, -0.192, 0.096, 0.075, 0.082, 0.093, 0.077, 0.077, 0.122, 0.114, 0.103, 0.092, 0.097, 0.100, -0.007, -0.089, 0.097, -0.151, -0.139, 0.002, -0.023, -0.019, -0.134, 0.000, -0.017, -0.093, 0.083, -0.154, 0.117, 0.082, 0.118, 0.112, 0.113, 0.117, 0.111, 0.123, -0.392, 1.835, -0.383, -0.358, -0.396, -0.386, -0.560, 0.084, -1.239, 0.174, 0.117, 0.048, -0.021, -0.593, -0.042, -0.041, -0.090, 0.023, 0.088, 0.082, 0.074, 0.086, 0.066, 0.087, 0.085, 0.089, 0.079, 0.104, 0.059, 0.065, 0.017, -0.539, 0.017, -0.163], "total_charge": -1, "energy_ev": -81183.85592, "e_homo_ev": -6.1, "max_force_ha_per_bohr": 0.0114, "lumo_ev": 1.6}